Run w
The following is a DFT calculation (the ωB97M-V functional and the def2-TZVPD basis) of a molecular structure, C2H2O2S2.

Properties
2S+1 = 1
orbital gap = 8.073 eV

Atoms and positions in Å:
C (0.9350, -1.4176, -0.8872)
C (1.6467, -0.4207, -0.0916)
O (-1.5361, 1.6843, -0.5007)
O (-2.8956, 0.5628, 1.0720)
S (-0.1082, -0.9306, 0.2900)
S (-2.4095, 0.5703, -0.2615)
H (2.4185, -0.6747, 0.6986)
H (1.9492, 0.6262, -0.3197)

For each atom in turn, the Löwdin charge in e is: -0.399, -0.426, -0.455, -0.432, 0.802, 0.747, 0.081, 0.082

---

Run x
The following is a DFT calculation (the ωB97M-V functional and the def2-TZVPD basis) of C2H2O2S2 in the gas phase.

Properties
SMILES = O=C(S)C(=O)S
2S+1 = 1
orbital gap = 9.010 eV

Atoms and positions in Å:
C (-0.4778, -0.5058, 0.0584)
C (0.5041, 0.4947, -0.0330)
H (-1.7166, 1.1943, -0.6119)
H (1.7860, -1.3075, 0.2376)
O (-0.1284, -1.5804, 0.3314)
O (0.1404, 1.6520, 0.4270)
S (-2.2362, 0.0553, -0.1807)
S (2.1284, -0.0026, -0.2289)

For each atom in turn, the Löwdin charge in e is: -0.790, -0.796, -0.137, -0.022, 0.039, -0.051, 0.845, 0.911

---

Preferred: run x; penalty for the next structure: 0.1074 hartree.

---

Run w
The following is a DFT calculation (the ωB97M-V functional and the def2-TZVPD basis) of C2H2O2S2 in the gas phase.

Properties
SMILES = OC(=S)C(O)=S
2S+1 = 1
orbital gap = 7.978 eV

Atoms and positions in Å:
C (0.5950, 0.5064, -0.0190)
C (-0.5927, -0.4926, 0.0285)
H (-0.6803, 1.8342, 0.2505)
H (0.6345, -1.8340, 0.1725)
O (0.3443, 1.8016, 0.1143)
O (-0.3371, -1.7234, 0.1220)
S (2.0852, -0.1833, -0.0704)
S (-2.0868, 0.1390, -0.0777)

For each atom in turn, the Löwdin charge in e is: -0.832, -0.912, 0.075, 0.047, -0.020, 0.026, 0.802, 0.814

---

Run x
The following is a DFT calculation (the ωB97M-V functional and the def2-TZVPD basis) of C2H2O2S2 in the gas phase.

Properties
SMILES = OC(=S)C(O)=S
2S+1 = 1
orbital gap = 7.421 eV

Atoms and positions in Å:
C (0.5764, -0.1636, 0.1855)
C (-0.6556, 0.2611, -0.4263)
H (1.9776, -1.6139, 0.3157)
H (-0.5856, 1.4107, 1.1607)
O (1.0288, -1.4603, -0.2236)
O (-1.2152, 1.1317, 0.5225)
S (1.3040, 0.2321, 1.6813)
S (-1.2681, -0.0917, -1.8327)

For each atom in turn, the Löwdin charge in e is: -0.707, -0.891, 0.163, -0.008, -0.133, -0.044, 0.738, 0.883

---

Preferred: run w; penalty for the next structure: 0.0561 hartree.

---

Run w
The following is a DFT calculation (the ωB97M-V functional and the def2-TZVPD basis) of C2H2O2S2 in the gas phase.

Properties
SMILES = O=C(O)C(=S)S
2S+1 = 1
orbital gap = 8.122 eV

Atoms and positions in Å:
C (-0.2967, -0.1531, -0.0744)
C (1.3127, -0.1690, 0.0340)
H (-1.9952, 1.4651, 0.0363)
H (0.8723, -2.0905, -0.2017)
O (1.6603, -1.4178, -0.2732)
O (2.0030, 0.7268, 0.3267)
S (-0.6033, 1.6989, -0.1195)
S (-1.5391, -1.1935, 0.1183)

For each atom in turn, the Löwdin charge in e is: -0.986, -0.642, -0.095, 0.128, 0.064, 0.129, 0.716, 0.687

---

Run x
The following is a DFT calculation (the ωB97M-V functional and the def2-TZVPD basis) of C2H2O2S2 in the gas phase.

Properties
SMILES = O=C(O)C(=S)S
2S+1 = 1
orbital gap = 8.226 eV

Atoms and positions in Å:
C (0.5112, 0.0594, 0.0271)
C (-0.8834, -0.6167, -0.0639)
H (2.5978, 0.3329, 0.1515)
H (-1.6061, 1.1235, 0.1975)
O (-1.9954, 0.1278, 0.0047)
O (-1.0018, -1.7894, -0.1479)
S (1.9279, -0.8842, -0.0491)
S (0.4497, 1.6467, -0.1198)

For each atom in turn, the Löwdin charge in e is: -1.125, -0.663, -0.071, 0.092, 0.025, 0.115, 0.843, 0.784

---

Preferred: run x; penalty for the next structure: 0.0128 hartree.